Entry 1:
Molecular formula: C4H7NO
Method: DFT, ωB97M-V/def2-TZVPD

Element x y z (Å)
O: 2.34273 -0.75385 0.12943
N: 1.55827 0.38602 0.23023
C: 0.34216 0.16082 -0.08253
C: -0.23784 -1.17132 -0.46948
C: -1.58342 0.73714 1.04642
C: -0.62970 1.32815 0.05506
H: 3.19550 -0.45276 0.46914
H: -0.32395 -1.27328 -1.55771
H: 0.36879 -1.98935 -0.08232
H: -2.47809 0.40392 0.47346
H: -1.24723 -1.25843 -0.05484
H: -1.02558 1.62323 -0.92956
H: -0.07305 2.15450 0.50562

These are the natural (NBO) partial charges, in e, on atoms 1 to 4: atom 1 (O): -0.572, atom 2 (N): -0.127, atom 3 (C): 0.246, atom 4 (C): -0.686

Entry 2:
Molecular formula: C32H62N2O7
Method: DFT, ωB97M-V/def2-TZVPD

Element x y z (Å)
C: 2.02165 -4.90721 -1.82575
C: 3.18405 -4.25728 -2.54863
C: 2.71083 -2.81035 -2.45384
O: 1.33661 -2.90444 -2.70635
C: 0.80620 -4.19981 -2.48625
H: 2.14040 -4.57305 -0.78854
H: 1.96227 -5.99612 -1.80104
H: 3.26939 -4.52724 -3.60985
H: 4.22288 -4.40695 -2.24288
H: 3.22666 -2.16322 -3.16572
H: 2.97739 -2.43034 -1.45711
H: 0.55859 -4.80604 -3.36538
H: -0.05219 -4.20965 -1.81355
C: 0.29400 2.80971 -4.76956
C: -0.44460 2.00973 -3.66733
C: 0.28574 2.41495 -2.38572
O: 1.45780 3.14154 -2.81578
C: 1.71355 2.80002 -4.17084
H: 0.00967 3.85806 -4.74788
H: 0.10729 2.29903 -5.70984
H: -0.29243 0.94819 -3.84952
H: -1.48485 2.32145 -3.58202
H: 0.64424 1.60226 -1.74055
H: -0.25787 3.05530 -1.68622
H: 2.33157 1.89899 -4.21487
H: 2.29285 3.60669 -4.62399
C: 3.26141 -3.73483 3.09655
C: 2.67085 -2.75055 2.09911
C: 3.89684 -2.13796 1.43376
O: 4.90192 -2.13629 2.41966
C: 4.59376 -3.08079 3.45360
H: 3.42829 -4.70532 2.62234
H: 2.60716 -3.91896 3.94579
H: 2.02084 -2.05876 2.64864
H: 1.95208 -3.14775 1.37549
H: 3.72460 -1.15014 1.00312
H: 4.19683 -2.80677 0.61162
H: 4.59957 -2.53178 4.40078
H: 5.42948 -3.77923 3.54873
C: 4.88090 1.50739 0.42994
C: 4.70497 1.24936 1.93718
C: 3.20486 1.51636 2.09239
O: 2.62784 1.51079 0.81824
C: 3.56758 2.07406 -0.10658
H: 5.12917 0.60264 -0.12859
H: 5.69724 2.19974 0.19521
H: 5.28749 1.86684 2.61827
H: 4.95572 0.21928 2.18027
H: 3.02503 2.49624 2.55735
H: 2.67958 0.78086 2.70777
H: 3.50702 3.16974 -0.10315
H: 3.23540 1.76930 -1.09817
C: -5.18762 -2.65590 2.53730
C: -5.66498 -1.67826 3.58228
C: -4.33930 -1.07206 4.01048
O: -3.66435 -0.84619 2.78783
C: -4.09601 -1.81018 1.81008
H: -5.92627 -3.01039 1.82419
H: -4.58839 -3.45534 2.97829
H: -6.29920 -2.04701 4.38766
H: -6.24032 -0.88876 3.08559
H: -3.86406 -1.75426 4.73104
H: -4.39926 -0.12477 4.54735
H: -3.39853 -2.48325 1.31108
H: -4.52562 -1.19793 1.01064
C: -4.68889 0.78206 -2.09634
C: -3.53436 1.06598 -1.10355
C: -4.37573 1.72251 -0.02151
O: -5.21115 2.60403 -0.74540
C: -5.67270 1.93974 -1.92244
H: -5.11237 -0.15702 -1.73087
H: -4.32863 0.58836 -3.10783
H: -2.79332 1.79823 -1.43864
H: -2.99213 0.15263 -0.86035
H: -3.86509 2.24984 0.78097
H: -5.01277 0.95156 0.44055
H: -5.66851 2.69094 -2.71001
H: -6.68613 1.55873 -1.76711
C: 1.10982 5.04629 1.14165
C: 0.31523 3.88658 1.84408
C: -0.84947 4.75321 2.35348
O: -0.32613 6.02560 2.70935
C: 1.02302 6.08754 2.21506
H: 0.50536 5.29007 0.26637
H: 2.11085 4.71474 0.87366
H: 0.99785 3.45527 2.57688
H: 0.00846 3.07804 1.18283
H: -1.25407 4.26754 3.24523
H: -1.57432 4.86781 1.54592
H: 1.65600 5.82967 3.07529
H: 1.27492 7.10745 1.92394
C: -2.64900 -2.79463 -3.27792
C: -3.66568 -3.83036 -3.34833
N: -4.44648 -4.66706 -3.36501
H: -2.90450 -2.14988 -2.44202
H: -2.57545 -2.25872 -4.22462
H: -1.69001 -3.30695 -3.19164
C: 0.35042 -0.33860 0.89796
C: -0.51807 -1.26538 0.19878
N: -1.20427 -2.03177 -0.30279
H: 1.38732 -0.50322 0.62421
H: 0.23340 -0.45153 1.97598
H: 0.01238 0.66733 0.65009

Values from the calculation:
SMILES: C1CCOC1.C1CCOC1.C1CCOC1.C1CCOC1.C1CCOC1.C1CCOC1.C1CCOC1.CC#N.CC#N

These are the Mulliken partial charges, in e, on atoms 1 to 4: atom 1 (C): -0.287, atom 2 (C): -0.791, atom 3 (C): 0.339, atom 4 (O): -0.398

Entry 3:
Molecular formula: C3H10NO2
Method: DFT, ωB97M-V/def2-TZVPD

Element x y z (Å)
O: -0.85099 1.79655 -1.38871
C: 0.17069 1.29189 -1.71201
C: 0.84464 0.16057 -0.92281
N: -0.05009 -0.43995 0.13775
C: 0.65186 -1.70627 0.59188
H: 0.81854 1.49506 -2.60108
H: 1.20378 -0.48915 -1.73607
H: 1.77343 0.48937 -0.42021
H: -0.44287 0.37353 0.71630
H: -0.93029 -0.74526 -0.29959
H: 0.06904 -2.18685 1.38679
H: 1.63908 -1.45507 0.94871
H: 0.63659 -2.36288 -0.28651
H: -2.16332 0.67862 2.33248
H: -1.84026 1.99727 1.52443
O: -1.52982 1.10257 1.72864

Values from the calculation:
2S+1: 2
Charge: +2
<S²>: 0.76

These are the natural (NBO) partial charges, in e, on atoms 1 to 4: atom 1 (O): 0.010, atom 2 (C): 0.436, atom 3 (C): -0.298, atom 4 (N): -0.535

Entry 4:
Molecular formula: C2H7N4O
Method: DFT, ωB97M-V/def2-TZVPD

Element x y z (Å)
C: -1.74134 0.77435 0.24914
C: 1.80175 0.07838 0.05224
N: 2.31720 -1.10592 0.18902
N: -0.60399 0.98162 -0.36265
N: 0.15662 -0.09837 -0.75097
N: -2.21322 -0.43374 0.43580
O: 2.06200 1.19304 0.31173
H: -2.31002 1.63197 0.58547
H: 1.85332 -1.93410 -0.14184
H: 3.22682 -1.18396 0.62898
H: -0.21623 1.92265 -0.45099
H: 0.42194 -0.00613 -1.72964
H: -3.10335 -0.60757 0.87356
H: -1.65149 -1.21223 0.11015

Values from the calculation:
Charge: +1

These are the natural (NBO) partial charges, in e, on atoms 1 to 4: atom 1 (C): 0.381, atom 2 (C): 0.844, atom 3 (N): -0.804, atom 4 (N): -0.364

Relative energy (zero: lowest compared OMol25 entry of this formula, charge and spin)
In order: 147.5, 0.0, 32.9, 20.5
Unit: kcal per mole
Calculated total energy
In order: -7793.247, -51497.284, -8836.290, -10188.406
Unit: eV